C6H26B2KO6 | the ωB97M-V functional and the def2-TZVPD basis

Atoms and positions in Å:
K  -1.33  -1.08  0.66
B  1.44  -1.70  4.08
H  1.77  -2.22  4.97
H  0.79  -0.85  4.22
H  2.27  -1.43  3.45
H  0.93  -2.52  3.59
B  -4.24  -3.03  3.65
H  -4.03  -3.48  4.60
H  -5.22  -3.30  3.29
H  -4.13  -1.95  3.69
H  -3.52  -3.45  2.96
C  -0.83  0.23  -4.40
C  -2.14  0.92  -5.00
O  -1.93  1.92  -5.95
O  -0.27  0.95  -3.19
H  -0.01  0.11  -5.11
H  -1.11  -0.72  -3.94
H  -2.71  1.13  -4.10
H  -2.65  0.05  -5.42
H  -1.59  1.44  -6.71
H  -0.24  1.87  -3.45
C  4.46  -1.72  -0.33
C  4.98  -1.89  -1.80
O  4.31  -1.08  -2.76
O  3.12  -1.85  -0.25
H  4.77  -0.77  0.11
H  4.91  -2.57  0.18
H  4.93  -2.90  -2.20
H  6.02  -1.58  -1.84
H  3.45  -0.80  -2.44
H  2.82  -1.71  0.65
C  -0.91  3.78  1.80
C  -2.19  3.10  2.44
O  -3.08  2.43  1.56
O  0.06  2.92  1.33
H  -0.45  4.44  2.53
H  -1.30  4.45  1.03
H  -2.77  3.91  2.89
H  -1.91  2.38  3.21
H  -3.30  3.16  0.97
H  0.82  3.42  1.02

Charge: -1
Gap between HOMO and LUMO, hartree: 0.21395
Multiplicity: 1
Relative energy (zero: lowest compared OMol25 entry of this formula, charge and spin), kcal/mol: 27.4

C2H8N4O2Tl | the ωB97M-V functional and the def2-TZVPD basis

Atoms and positions in Å:
Tl  1.47  -2.63  2.07
C  -0.94  0.84  1.83
O  -0.41  -0.25  1.59
N  -1.82  1.45  0.99
N  -0.61  1.61  2.92
H  -2.25  0.91  0.25
H  -2.23  2.35  1.25
H  -0.57  2.62  2.84
H  0.15  1.21  3.47
C  0.84  -1.28  -1.70
O  0.87  -2.23  -0.91
N  1.81  -0.33  -1.81
N  -0.12  -1.25  -2.66
H  1.93  0.25  -2.65
H  2.66  -0.50  -1.28
H  -0.85  -1.97  -2.63
H  0.08  -0.83  -3.57

Charge: +3
Gap between HOMO and LUMO, hartree: 0.11021
Multiplicity: 1
Relative energy (zero: lowest compared OMol25 entry of this formula, charge and spin), kcal/mol: 13.1

C20H49BrN4O9 | the ωB97M-V functional and the def2-TZVPD basis

Atoms and positions in Å:
O  4.58  5.31  4.08
C  4.17  4.29  3.51
O  4.56  2.93  3.82
C  5.10  2.51  2.51
C  3.88  3.05  1.62
Br  2.52  1.62  1.42
C  4.17  3.75  0.21
O  5.43  4.46  0.24
O  5.84  4.62  -1.06
O  3.28  4.11  2.41
H  5.37  1.40  2.48
H  5.98  3.26  2.41
H  4.25  2.97  -0.64
H  3.30  4.45  -0.05
H  6.80  4.37  -1.13
C  7.78  2.68  -3.47
C  8.83  3.78  -3.51
C  9.99  3.50  -4.49
O  10.94  2.55  -4.03
C  10.57  1.20  -4.22
N  9.33  4.01  -2.14
H  8.12  1.79  -2.92
H  6.88  3.03  -2.97
H  7.50  2.37  -4.48
H  8.33  4.69  -3.84
H  10.54  4.43  -4.63
H  9.61  3.22  -5.48
H  9.99  1.06  -5.13
H  10.00  0.84  -3.35
H  11.48  0.60  -4.28
H  9.96  4.81  -2.15
H  9.94  3.22  -1.91
C  -2.83  2.04  -2.47
C  -2.17  2.75  -1.29
C  -0.68  3.06  -1.51
O  0.18  1.93  -1.37
C  0.27  1.12  -2.52
N  -2.38  1.94  -0.08
H  -2.55  0.99  -2.54
H  -3.92  2.08  -2.38
H  -2.56  2.53  -3.41
H  -2.69  3.70  -1.15
H  -0.36  3.77  -0.73
H  -0.51  3.56  -2.47
H  0.21  1.70  -3.45
H  -0.50  0.35  -2.50
H  1.24  0.61  -2.50
H  -2.02  2.46  0.73
H  -1.75  1.14  -0.14
C  -2.91  -1.24  3.50
C  -2.84  -0.85  2.03
C  -4.09  -1.24  1.23
O  -4.17  -2.62  0.89
C  -4.68  -3.45  1.93
N  -1.62  -1.42  1.44
H  -2.76  -2.31  3.66
H  -2.13  -0.72  4.07
H  -3.88  -0.97  3.94
H  -2.76  0.24  1.99
H  -4.06  -0.71  0.27
H  -5.01  -0.91  1.73
H  -5.44  -2.94  2.52
H  -3.87  -3.80  2.57
H  -5.13  -4.33  1.47
H  -1.53  -1.08  0.49
H  -1.78  -2.42  1.32
C  -8.16  -5.08  1.05
C  -7.55  -6.21  1.87
C  -8.50  -7.41  2.06
O  -9.52  -7.20  3.04
C  -10.65  -6.49  2.56
N  -7.09  -5.67  3.15
H  -8.89  -4.50  1.61
H  -7.38  -4.39  0.72
H  -8.66  -5.47  0.15
H  -6.68  -6.58  1.32
H  -7.91  -8.25  2.44
H  -8.94  -7.74  1.11
H  -10.88  -6.73  1.52
H  -10.51  -5.42  2.69
H  -11.51  -6.79  3.17
H  -6.60  -6.41  3.66
H  -7.92  -5.50  3.73

Charge: 0
SMILES: O=C1OC[C@](Br)(COO)O1.COC[C@@H](C)N.COC[C@@H](C)N.COC[C@@H](C)N.COC[C@@H](C)N
Gap between HOMO and LUMO, hartree: 0.35003
Multiplicity: 1

C3H3BrO | the ωB97M-V functional and the def2-TZVPD basis

Atoms and positions in Å:
C  -1.31  -1.20  -0.31
C  -1.67  -0.56  0.65
C  0.46  1.24  -0.39
O  0.47  2.14  0.28
Br  3.21  -0.14  -0.03
H  -0.95  -1.75  -1.22
H  2.03  0.46  -0.36
H  -2.23  -0.19  1.38

Charge: 0
Gap between HOMO and LUMO, hartree: 0.42267
Multiplicity: 1
Relative energy (zero: lowest compared OMol25 entry of this formula, charge and spin), kcal/mol: 51.3

C4H7N2 | the ωB97M-V functional and the def2-TZVPD basis

Atoms and positions in Å:
C  -0.41  -0.54  0.15
C  -1.11  -1.53  0.73
C  1.04  -0.15  0.22
C  1.04  1.22  -0.40
N  -2.10  0.57  -1.07
N  -0.98  0.46  -0.64
H  -2.17  -1.64  0.57
H  -0.63  -2.24  1.38
H  1.41  -0.12  1.25
H  1.65  -0.85  -0.35
H  0.81  2.08  0.21
H  1.44  1.38  -1.39
H  -2.34  1.40  -1.60

Charge: +1
Gap between HOMO and LUMO (alpha / beta), hartree: 0.32310 / 0.32307
Multiplicity: 1
Relative energy (zero: lowest compared OMol25 entry of this formula, charge and spin), kcal/mol: 122.0

C5H12O2 | the ωB97M-V functional and the def2-TZVPD basis

Atoms and positions in Å:
O  1.88  1.02  -0.63
C  1.86  1.38  0.71
C  0.69  0.88  -1.21
C  1.16  0.34  1.63
C  -0.14  -0.25  -0.41
C  -0.19  0.07  1.05
H  2.93  1.36  0.98
H  1.49  2.41  0.87
H  0.76  0.66  -2.29
H  0.11  1.81  -1.09
H  1.63  -0.66  1.65
H  1.03  0.67  2.68
H  -1.19  -0.22  -0.76
H  0.23  -1.28  -0.55
H  -0.84  0.94  1.28
H  -0.57  -0.80  1.63
O  -3.70  -2.41  -1.98
H  -4.30  -3.19  -1.90
H  -2.83  -2.73  -1.65

Charge: 0
SMILES: C1CCOCC1.O
Gap between HOMO and LUMO, hartree: 0.37037
Multiplicity: 1
Relative energy (zero: lowest compared OMol25 entry of this formula, charge and spin), kcal/mol: 33.6

C4H6OS3 | the ωB97M-V functional and the def2-TZVPD basis

Atoms and positions in Å:
C  0.30  0.93  -0.32
C  0.44  0.06  0.88
C  -0.27  -0.48  -0.34
C  -1.78  -0.52  -0.11
H  -1.38  2.21  0.62
H  1.27  1.00  -0.78
H  -0.34  0.08  1.68
H  2.34  0.36  2.11
H  0.48  -2.73  -0.59
H  -2.39  -1.14  -0.75
O  -2.39  0.00  0.82
S  -0.60  2.45  -0.45
S  2.01  -0.65  1.35
S  0.28  -1.79  -1.50

Charge: 0
SMILES: O=CC1(S)[C@@H](S)[C@@H]1S
Gap between HOMO and LUMO, hartree: 0.35126
Multiplicity: 1
Relative energy (zero: lowest compared OMol25 entry of this formula, charge and spin), kcal/mol: 30.2

C28H19FeN2O5PS4 | the ωB97M-V functional and the def2-TZVPD basis

Atoms and positions in Å:
Fe  -0.63  1.04  1.71
S  0.80  5.03  3.29
C  0.30  3.58  2.81
S  0.72  2.89  1.27
S  -0.77  2.46  3.65
O  -4.33  2.04  0.91
C  -3.24  1.79  0.45
O  -2.33  1.07  1.04
C  -2.87  2.33  -0.90
C  -3.80  3.23  -1.42
C  -3.58  3.84  -2.63
C  -2.48  3.46  -3.38
C  -1.55  2.55  -2.89
C  -1.73  1.97  -1.63
P  -0.50  0.74  -1.00
C  -1.27  -0.82  -1.57
C  -1.59  -1.77  -0.62
C  -2.29  -2.93  -0.99
C  -2.54  -3.19  -2.32
C  -2.16  -2.27  -3.33
C  -1.56  -1.10  -2.94
C  1.00  0.99  -2.00
C  1.72  2.20  -1.88
C  3.01  2.30  -2.37
C  3.57  1.24  -3.05
C  2.84  0.07  -3.23
C  1.59  -0.07  -2.67
H  -4.67  3.48  -0.85
H  -4.34  4.56  -2.98
H  -2.36  3.84  -4.41
H  -0.73  2.26  -3.52
H  -1.35  -1.58  0.41
H  -2.58  -3.61  -0.21
H  -3.07  -4.11  -2.59
H  -2.38  -2.46  -4.37
H  -1.35  -0.32  -3.65
H  1.28  3.05  -1.39
H  3.55  3.21  -2.19
H  4.58  1.33  -3.42
H  3.26  -0.75  -3.83
H  1.05  -0.99  -2.77
O  1.39  -4.39  1.41
S  0.67  -3.96  2.59
O  0.07  -5.01  3.40
N  -0.39  -2.82  2.18
C  -0.11  -1.68  2.75
O  -0.83  -0.66  2.57
C  1.11  -1.66  3.59
C  1.70  -0.60  4.24
C  2.90  -0.80  4.89
C  3.49  -2.03  4.94
C  2.86  -3.13  4.32
C  1.70  -2.91  3.61
H  1.22  0.39  4.26
H  3.38  0.06  5.36
H  4.43  -2.17  5.44
H  3.32  -4.09  4.40
N  1.97  -1.74  0.43
C  2.34  -0.69  0.76
H  1.58  -2.71  0.33

Charge: -1
Gap between HOMO and LUMO (alpha / beta), hartree: 0.26750 / 0.26728
Multiplicity: 6
Relative energy (zero: lowest compared OMol25 entry of this formula, charge and spin), kcal/mol: 0.0

C22H27AlF3IO13S2 | the ωB97M-V functional and the def2-TZVPD basis

Atoms and positions in Å:
C  -0.80  -3.12  -0.96
C  -1.43  -2.43  -0.19
C  -2.01  -1.36  0.63
C  -1.77  0.09  0.14
C  -2.90  0.90  0.90
C  -4.31  0.76  0.36
O  -4.84  -0.19  -0.07
I  -5.57  2.55  0.50
C  -1.75  0.32  -1.38
C  -2.90  -0.09  -2.32
C  -3.21  -1.55  -2.57
O  -4.10  -2.15  -2.07
O  -2.38  -2.19  -3.52
C  -2.96  -3.29  -4.07
C  -2.15  -4.58  -3.98
O  -4.00  -3.30  -4.65
S  -1.71  2.14  -1.65
O  -1.18  2.45  -2.95
O  -3.06  2.65  -1.51
O  -0.88  2.74  -0.39
C  0.20  1.86  0.05
C  1.21  1.72  -1.12
C  2.68  1.68  -0.61
O  3.20  2.98  -0.75
C  4.59  2.99  -0.35
C  5.35  3.78  -1.43
F  4.61  4.71  -1.98
F  5.75  2.97  -2.40
F  6.43  4.31  -0.88
C  -0.35  0.57  0.70
C  -0.48  0.95  2.23
C  0.88  1.08  2.96
C  0.96  0.07  4.15
C  2.43  -0.29  4.47
S  2.80  -2.03  4.22
O  3.78  -2.45  5.20
O  1.57  -2.81  4.34
O  3.40  -2.18  2.73
C  0.63  -0.58  0.68
O  1.33  -0.96  -0.24
O  0.75  -1.43  1.64
H  -0.21  -3.66  -1.66
H  -1.59  -1.43  1.65
H  -3.08  -1.59  0.78
H  -2.98  0.46  1.91
H  -2.67  1.95  1.05
H  -0.82  -0.10  -1.78
H  -2.61  0.31  -3.31
H  -3.85  0.41  -2.13
H  -2.21  -5.01  -2.98
H  -1.10  -4.32  -4.17
H  -2.51  -5.27  -4.76
H  0.72  2.50  0.77
H  1.06  0.84  -1.76
H  1.15  2.61  -1.75
H  2.71  1.32  0.44
H  3.22  0.93  -1.20
H  4.99  1.98  -0.28
H  4.64  3.53  0.60
H  -0.96  1.93  2.28
H  -1.10  0.24  2.78
H  1.76  1.01  2.32
H  0.94  2.07  3.42
H  0.33  -0.81  3.97
H  0.56  0.58  5.03
H  2.63  -0.09  5.53
H  3.11  0.37  3.92
H  2.77  -2.77  2.29
Al  -2.74  -5.27  -6.83

Charge: +2
Gap between HOMO and LUMO, hartree: 0.07805
Multiplicity: 1

C4H5NaO2 | the ωB97M-V functional and the def2-TZVPD basis

Atoms and positions in Å:
O  2.70  1.12  -1.19
C  1.66  0.55  -1.10
Na  4.87  1.27  -1.66
H  0.26  0.78  -1.65
O  -2.22  -1.39  0.39
C  -1.53  -0.25  0.88
C  -0.09  -0.36  0.49
C  0.51  0.51  -0.38
H  -3.05  -1.49  0.86
H  -1.61  -0.21  1.98
H  -1.98  0.68  0.48
H  0.48  -1.20  0.89

Charge: +1
Gap between HOMO and LUMO (alpha / beta), hartree: 0.26378 / 0.32192
Multiplicity: 2
Relative energy (zero: lowest compared OMol25 entry of this formula, charge and spin), kcal/mol: 15.4

C21H37Cl8N2O2 | the ωB97M-V functional and the def2-TZVPD basis

Atoms and positions in Å:
C  2.44  -0.62  -0.63
C  2.61  0.92  -0.76
C  3.89  1.29  0.08
C  1.35  1.58  -0.10
C  1.04  2.99  -0.62
O  2.22  3.75  -0.33
C  -0.14  3.68  0.12
C  -1.56  3.31  -0.36
C  -2.01  1.88  0.07
C  -2.51  1.09  -1.16
N  -2.23  -0.35  -1.12
C  -1.49  -1.11  -0.26
C  -1.55  -2.39  -0.75
C  -2.36  -2.42  -1.92
C  -2.77  -1.11  -2.11
C  0.90  2.98  -2.18
C  1.62  1.78  -2.87
C  2.08  2.34  -4.25
C  0.65  0.62  -3.18
N  2.86  1.38  -2.15
O  3.50  0.48  -2.81
H  2.02  -1.10  -1.51
H  3.37  -1.14  -0.38
H  1.76  -0.79  0.22
H  4.40  0.41  0.49
H  4.59  1.81  -0.60
H  3.64  2.03  0.85
H  1.59  1.69  0.96
H  0.52  0.88  -0.22
H  2.03  4.68  -0.49
H  -0.07  3.37  1.17
H  0.00  4.77  0.08
H  -1.73  3.49  -1.43
H  -2.24  4.00  0.16
H  -2.88  1.99  0.73
H  -1.25  1.36  0.65
H  -1.95  1.49  -2.03
H  -3.56  1.29  -1.39
H  -0.99  -0.70  0.60
H  -1.05  -3.24  -0.31
H  -2.58  -3.27  -2.54
H  -3.40  -0.75  -2.90
H  -0.13  2.95  -2.55
H  1.42  3.87  -2.54
H  2.69  3.24  -4.14
H  1.16  2.64  -4.77
H  2.55  1.56  -4.86
H  1.10  0.01  -3.97
H  0.37  0.01  -2.32
H  -0.26  1.03  -3.63
C  5.37  -0.11  3.61
Cl  5.66  1.63  3.48
Cl  3.95  -0.61  2.68
H  6.23  -0.64  3.23
H  5.20  -0.37  4.65
C  2.13  -1.42  6.57
Cl  1.63  -0.23  5.36
Cl  3.78  -1.99  6.30
H  2.08  -0.95  7.55
H  1.46  -2.26  6.53
C  -5.04  -5.29  -0.37
Cl  -5.33  -6.37  -1.74
Cl  -4.30  -3.76  -0.88
H  -6.00  -5.08  0.12
H  -4.37  -5.78  0.33
C  -6.48  -5.34  3.45
Cl  -7.31  -4.53  2.10
Cl  -4.77  -5.61  3.12
H  -6.57  -4.71  4.32
H  -6.96  -6.29  3.62

Charge: 0
Gap between HOMO and LUMO (alpha / beta), hartree: 0.31746 / 0.31746
Multiplicity: 2

C16H34BaO3P2S | the ωB97M-V functional and the def2-TZVPD basis

Atoms and positions in Å:
P  2.36  1.61  1.50
P  0.86  1.67  -2.22
C  2.89  2.10  -0.17
C  1.83  2.76  -1.10
H  3.40  1.25  -0.66
H  3.69  2.83  0.01
H  1.12  3.39  -0.54
H  2.36  3.43  -1.78
C  2.06  1.02  -3.42
H  1.53  0.36  -4.12
H  2.85  0.45  -2.92
H  2.51  1.86  -3.98
C  -0.16  2.86  -3.10
H  0.38  3.18  -4.00
H  -0.34  3.74  -2.46
H  -1.12  2.41  -3.38
C  3.75  0.68  2.18
H  3.38  -0.04  2.92
H  4.45  1.38  2.66
H  4.27  0.14  1.39
C  2.00  3.12  2.42
H  1.29  3.76  1.87
H  2.93  3.68  2.60
H  1.55  2.87  3.40
Ba  -3.78  -0.96  0.44
C  -0.01  0.17  -1.68
C  0.93  -0.96  -1.67
C  1.92  -1.03  -0.62
C  1.39  -1.73  0.69
C  1.10  -0.79  1.76
C  0.81  0.63  1.63
C  -0.36  1.18  0.73
C  -0.89  0.25  -0.37
C  -3.35  -2.22  2.82
H  -0.72  0.02  -2.52
H  0.76  -1.79  -2.33
H  2.10  0.03  -0.36
H  2.88  -1.48  -0.95
H  0.51  -2.35  0.45
H  2.19  -2.41  1.04
H  1.08  -1.18  2.77
H  0.55  0.96  2.66
H  -0.10  2.16  0.31
H  -1.18  1.40  1.42
H  -1.03  -0.77  0.04
H  -1.88  0.65  -0.68
H  -4.32  -2.56  3.23
H  -2.87  -1.54  3.55
H  -2.71  -3.10  2.68
C  -5.79  -4.62  -0.91
S  -4.95  -3.75  0.38
O  -4.84  -4.56  1.57
O  -3.63  -3.35  -0.24
O  -5.77  -2.49  0.55
H  -6.82  -4.79  -0.59
H  -5.27  -5.56  -1.08
H  -5.77  -3.99  -1.80

Charge: 0
Gap between HOMO and LUMO (alpha / beta), hartree: 0.14657 / 0.14655
Multiplicity: 1
Relative energy (zero: lowest compared OMol25 entry of this formula, charge and spin), kcal/mol: 75.2

| no. | maximum force (eV/A) |
| --- | --- |
| 1 | 4.8 |
| 2 | 1.2 |
| 3 | 5.4 |
| 4 | 4.1 |
| 5 | 4.0 |
| 6 | 4.4 |
| 7 | 2.2 |
| 8 | 1.8 |
| 9 | 3.5 |
| 10 | 3.1 |
| 11 | 2.8 |
| 12 | 3.4 |